# 1
The following is a DFT calculation (ωB97M-V/def2-TZVPD) of a single C16H16N2O4 molecule.

Calculated values
E_HOMO ... -0.28669 Eh
Energy relative to the best compared isomer or geometry (same formula, charge and spin) ... 445.9 kJ/mol
Total energy ... -1029.66643 Ha
SMILES string ... Cc1cc(C)cc(NCc2cc3c(cc2[N+](=O)[O-])OCO3)c1
E_LUMO ... -0.286 eV

Last column: Löwdin charge in e.
Element x y z (Å)
H -3.0373 0.1152 3.5206  0.07
H 2.7037 -4.1392 0.9403  0.14
C -3.6377 -0.3665 -2.3188  -0.05
H -1.4025 1.1038 -2.0078  0.11
H 0.2706 2.1730 1.0915  0.13
C -2.9857 0.0636 -1.0383  -0.28
C 2.9988 -3.5379 0.0667  -0.14
H -1.3348 1.1541 2.2688  0.11
H -4.4552 -0.8826 0.1948  0.12
H -4.6181 0.0695 2.7312  0.08
H 1.4805 2.9422 -0.8288  0.11
C 3.9733 -0.1240 0.3562  0.10
C -1.7997 0.8434 1.3426  0.00
O 4.6309 2.3502 1.0441  0.08
C 1.3844 -0.4587 -0.7256  0.08
O 1.8678 -2.8561 -0.4409  0.06
H 0.3902 -0.6032 -1.1132  0.12
H -4.6675 -0.0146 -2.3558  0.08
H -3.6561 -1.4538 -2.3870  0.08
N 3.8180 2.2574 0.1473  -0.35
C -1.8223 0.8150 -1.0557  -0.02
C 3.4397 -1.3685 0.1791  -0.19
H 3.4084 -4.2002 -0.7114  0.14
N -0.0848 2.0197 0.1571  0.03
C 3.1924 0.9769 -0.0387  -0.10
C -2.9658 0.0992 1.3761  -0.28
C -3.5926 -0.2935 2.6803  -0.05
C 1.9067 0.8328 -0.5704  -0.10
H 0.5125 1.8603 -1.8282  0.12
C -3.5491 -0.2944 0.1789  -0.03
C -1.2087 1.2111 0.1328  -0.27
O 3.5195 3.1688 -0.5988  0.07
O 3.9754 -2.5920 0.4486  0.05
H -3.6195 -1.3786 2.7761  0.08
H -3.1059 0.0260 -3.1820  0.07
C 0.9604 1.9836 -0.8423  -0.13
H 4.9550 0.0309 0.7717  0.13
C 2.1554 -1.5329 -0.3612  -0.18

# 2
The following is a DFT calculation (ωB97M-V/def2-TZVPD) of an isolated ion of composition C7H10N and charge +1.

Calculated values
E_HOMO ... -0.51842 Eh
Energy relative to the best compared isomer or geometry (same formula, charge and spin) ... 266.6 kJ/mol
Net charge ... +1
Total energy ... -327.09946 Ha
E_LUMO ... -4.963 eV

Last column: Löwdin charge in e.
Element x y z (Å)
H -2.8026 -2.0768 -0.6863  0.13
H -3.0034 0.4264 1.0213  0.07
C 2.4044 -0.0989 -0.7243  -0.08
H 3.5845 -0.8538 0.8198  0.09
C 3.4905 0.0589 0.2796  -0.04
C 1.1795 0.3539 -0.5978  0.07
H -2.9017 1.4409 -0.5600  0.13
N -1.3770 -1.0245 0.2838  0.13
H -0.2954 1.7266 -1.1015  0.13
H -2.3519 -2.5731 0.9764  0.09
C -2.1962 -1.9284 0.1957  0.13
H 2.5405 -0.7045 -1.5758  0.12
C -0.0528 0.8307 -0.5488  -0.05
C -2.4108 1.1308 0.4406  0.06
H 3.1487 0.8157 0.9571  0.08
H -2.1795 1.9560 1.1015  0.08
C -1.1538 0.1677 -0.0649  -0.21
H 4.3770 0.3527 -0.2163  0.08

# 3
The following is a DFT calculation (ωB97M-V/def2-TZVPD) of C34H33N13O2SV as an isolated structure.

Calculated values
Spin multiplicity ... 4
E_HOMO (alpha / beta) ... -0.22875 / -0.27556 Eh
Energy relative to the best compared isomer or geometry (same formula, charge and spin) ... 22.3 kJ/mol
<S²> ... 3.776
Total energy ... -3520.11185 Ha
E_LUMO (alpha / beta) ... 0.385 / 0.034 eV

Last column: Löwdin charge in e.
Element x y z (Å)
C 0.0125 3.5730 2.5730  -0.12
H -2.3837 3.9222 -1.0708  0.11
C 0.4552 4.8644 2.3320  -0.12
N -1.9335 -0.9085 2.1606  -0.13
H -5.2167 -0.3190 2.1924  0.06
C 2.3653 4.0597 1.4246  -0.07
C -2.8241 -3.3337 5.9326  -0.09
H 0.3649 0.7110 -5.7082  0.12
C 0.5506 0.2503 -3.0649  -0.28
C -0.9094 -1.7052 3.9357  -0.82
C -4.3606 -0.9332 2.4544  -0.01
C 0.1491 -3.0731 0.4739  -0.15
C -3.8947 2.6851 -0.1296  -0.05
C -4.0914 1.5699 0.6510  0.00
C 2.7067 -0.4867 -4.1329  -0.02
H 3.0816 0.5105 -3.9473  0.12
C -2.5933 3.0706 -0.4405  -0.04
H -0.0757 -2.3549 -3.6895  0.11
C 1.5383 -4.1874 1.7658  -0.08
H -0.5258 2.5902 -0.1274  0.10
N -0.8101 -0.1610 -2.8447  0.16
N 0.0836 -0.1928 -0.7648  0.10
N 0.7522 2.5216 2.2446  0.11
C -1.5873 -3.7391 5.1441  -0.27
S 0.1182 -0.2959 3.8791  0.61
H -3.5003 -4.1802 6.0583  0.07
N 0.6194 -2.1966 1.3284  -0.02
C 3.2825 -0.4149 1.0585  -0.15
C -1.0083 -0.5480 -1.5495  -0.58
N 4.0115 1.6636 1.0093  0.14
C 0.9301 -2.0892 -3.9866  -0.02
H 5.2428 0.1176 0.4608  0.16
C 1.9372 2.7596 1.6972  -0.19
H 1.9648 -2.3889 2.9732  0.09
C 0.6772 4.0074 -3.7500  -0.07
C 0.5019 4.0381 -5.1253  -0.09
C 3.5187 -1.4388 -4.7227  -0.07
H 3.3164 4.2329 0.9396  0.11
H -0.9551 3.3745 3.0202  0.12
C -3.0851 -0.3783 1.9171  -0.26
H 4.5296 -1.1787 -5.0067  0.10
H 0.2543 2.8585 -6.9000  0.10
H 0.4669 4.9839 -5.6491  0.10
C -2.9908 0.8413 1.1123  -0.20
C -1.5566 2.3314 0.0787  -0.13
H -3.3597 -2.5451 5.4068  0.05
N -1.7288 1.2589 0.8627  0.02
O 2.1341 0.7628 -1.3120  0.05
N 0.6763 -4.2916 0.6960  0.07
H -1.4487 -0.4536 -3.5642  0.16
N -1.8947 -1.9406 3.0965  0.03
O -1.9998 -1.1331 -1.1412  0.03
C 3.0388 -2.7229 -4.9533  -0.10
N 1.6234 5.1088 1.7414  0.08
H 0.4633 -5.1218 0.1720  0.15
H -1.8789 -4.1376 4.1737  0.10
H 0.7840 4.9301 -3.1955  0.10
H -2.5571 -2.9667 6.9245  0.07
C 1.0354 0.3141 -1.5909  -0.43
H 3.2942 -1.4839 0.9397  0.12
H -1.0345 -4.5233 5.6676  0.11
H -4.5215 -1.9411 2.0705  0.09
H 2.0825 -5.0285 2.1507  0.11
N 4.3320 0.3691 0.8036  0.04
V -0.2541 -0.1619 1.4084  0.60
H -0.5933 -2.8619 -0.2794  0.12
H -4.3069 -1.0171 3.5409  0.08
C 2.7551 1.5759 1.3848  -0.33
N 2.2627 0.3153 1.4492  0.10
H -5.0905 1.2361 0.8852  0.10
H 3.6727 -3.4643 -5.4214  0.10
C 1.7450 -3.0451 -4.5831  -0.09
H -4.7404 3.2451 -0.5052  0.11
C 0.3847 2.8472 -5.8261  -0.08
C 1.4840 -2.8857 2.1485  -0.17
H 1.3608 -4.0410 -4.7590  0.10
C 1.4017 -0.8039 -3.7644  -0.15
C 0.4418 1.6375 -5.1517  -0.03
N -0.6691 -2.6425 4.9017  -0.03
H 0.8945 2.7867 -2.0096  0.10
C 0.7285 2.7951 -3.0775  -0.02
C 0.6042 1.5973 -3.7710  -0.14
H -0.0990 -2.3172 5.6647  0.11
H -0.1518 5.7170 2.6094  0.10

# 4
The following is a DFT calculation (ωB97M-V/def2-TZVPD) of a 7-piece molecular cluster, H14O7 overall.

Calculated values
E_HOMO ... -0.39012 Eh
Energy relative to the best compared isomer or geometry (same formula, charge and spin) ... 368.0 kJ/mol
Total energy ... -534.98368 Ha
SMILES string ... O.O.O.O.O.O.O
E_LUMO ... -0.059 eV

Last column: Löwdin charge in e.
Element x y z (Å)
H 0.2448 -0.9218 -2.2952  -0.07
O -1.7482 -1.8488 -1.1742  -0.11
H 0.8628 -1.0218 0.4768  0.07
O 0.9578 3.9022 1.1288  -0.15
H 0.7608 -3.5098 1.9328  0.01
H 0.7538 3.0632 0.6118  0.02
H -1.1672 0.2262 1.3948  0.00
H -2.6182 -1.4988 -1.4612  0.05
O 1.5778 1.5552 -0.4742  0.02
H -1.5102 -1.6948 -0.1772  0.06
H 0.6588 0.3712 0.2658  -0.07
H -0.5522 -3.3868 1.6438  0.01
H 0.9718 4.8112 0.6148  0.10
O -2.1002 0.4402 1.7178  -0.10
H -2.4422 1.3192 1.6718  0.01
H 2.3718 1.1832 -0.4232  0.01
H 1.2058 1.3722 -1.3782  0.10
O 0.2168 -0.3178 0.6438  -0.03
O 0.2408 -3.1458 1.2728  0.03
O 0.7578 -0.9268 -3.0382  -0.01
H 0.5568 0.0292 -2.9542  0.04

# 5
The following is a DFT calculation (ωB97M-V/def2-TZVPD) of C7H15N2O as an isolated structure.

Calculated values
E_HOMO ... -0.42985 Eh
Energy relative to the best compared isomer or geometry (same formula, charge and spin) ... 609.3 kJ/mol
Net charge ... +1
Total energy ... -460.04086 Ha
E_LUMO ... -3.832 eV

Last column: Löwdin charge in e.
Element x y z (Å)
N -1.0462 -1.1361 2.0028  0.14
C 0.2199 -0.7105 1.8453  0.01
H -0.9262 1.2061 0.3591  0.06
C 0.6888 -0.4772 -1.7963  -0.20
C -1.3600 -0.0075 2.9255  -0.07
N 2.5303 -1.9094 -2.2818  0.09
C 1.7708 -1.4461 -1.3178  -0.05
C 0.0677 0.4299 2.6931  -0.10
H -1.6873 0.1677 -0.8709  0.12
H -1.4830 -2.0791 1.7182  0.22
H -0.1676 -0.7658 -2.2398  0.08
H 0.3996 2.0938 -1.8586  0.11
H 3.0469 -2.7084 -2.0325  0.09
H -2.1500 0.6148 2.6191  0.12
C -0.9148 0.8868 -0.6213  -0.24
H -1.1180 2.9699 -1.3320  0.08
C -0.7397 2.0035 -1.6779  -0.05
H 1.2173 0.3322 -2.4593  0.15
H -1.2678 1.6635 -2.5672  0.08
H 2.2134 -1.8238 -3.2178  0.10
O 0.3141 0.1269 -0.5213  -0.28
H 0.0000 1.3516 2.0967  0.14
H 1.0890 -1.1951 1.3289  0.14
H 0.9247 0.6994 3.3085  0.15
H -1.6219 -0.2875 3.8971  0.12

# 6
The following is a DFT calculation (ωB97M-V/def2-TZVPD) of a single C4H5NO2S molecule.

Calculated values
E_HOMO ... -0.33061 Eh
Energy relative to the best compared isomer or geometry (same formula, charge and spin) ... 269.3 kJ/mol
Total energy ... -758.77755 Ha
SMILES string ... O=COC1=NSCC1
E_LUMO ... 0.689 eV

Last column: Löwdin charge in e.
Element x y z (Å)
H 2.2768 1.4954 0.5200  0.10
H 1.7012 1.3637 -1.1909  0.03
C 1.7670 0.8291 -0.2993  -0.39
O -2.5175 0.2922 -0.9422  0.09
C -2.3849 -0.6778 -0.2280  -0.30
C -0.0521 -0.8138 0.0409  -0.41
H -0.3738 1.3327 0.4696  0.06
H 0.4141 0.6304 1.5239  0.10
N 0.9079 -1.5671 -0.2551  -0.22
S 2.5275 -0.8722 -0.4521  0.85
H -3.2819 -1.2138 0.1351  0.15
O -1.3194 -1.4195 0.2094  0.06
C 0.3352 0.6206 0.4685  -0.11